103
Properties=species:S:1:pos:R:3:mulliken_charge:R:1 method="wB97M-V/def2-TZVPD" homo_lumo_gap_ev=5.2 energy_ev=-93668.54183 e_lumo_ha=0.089 de_lowest_ev=0.0000 charge=-1
Pd 0.23 0.66 0.00 -0.854
C -2.12 -1.96 -2.30 -0.902
N -2.89 -0.99 -1.53 0.578
C -2.59 0.39 -1.89 -0.685
P -3.44 -1.23 -0.01 0.122
O -3.23 -0.12 0.93 -0.821
O -2.75 -2.63 0.44 1.057
P -1.29 -3.03 0.99 -0.319
O -0.19 -2.82 0.03 -0.635
N -1.50 -4.65 1.30 0.026
C -2.52 -5.05 2.25 -0.896
C -1.40 -5.54 0.17 -1.037
N -1.11 -2.24 2.40 0.555
C 0.10 -1.44 2.58 -0.546
C -2.23 -1.75 3.21 -1.050
N -5.03 -1.68 -0.08 0.101
C -5.44 -2.73 -0.98 -0.902
C -5.89 -1.48 1.06 -1.091
H -2.35 -1.83 -3.36 0.507
H -2.37 -2.97 -2.01 0.325
H -1.05 -1.82 -2.13 -0.041
H -2.75 0.50 -2.97 0.355
H -1.54 0.64 -1.65 -0.166
H -3.22 1.09 -1.35 0.322
H -2.47 -4.44 3.15 0.231
H -2.35 -6.09 2.55 0.365
H -3.54 -4.97 1.83 0.192
H -0.66 -5.16 -0.53 0.247
H -2.36 -5.65 -0.36 0.283
H -1.09 -6.53 0.52 0.391
H 0.98 -2.02 2.32 0.328
H 0.15 -1.17 3.64 0.407
H 0.07 -0.51 1.99 -0.216
H -3.16 -2.23 2.92 0.331
H -2.35 -0.67 3.06 0.377
H -2.03 -1.97 4.26 0.355
H -4.80 -2.76 -1.86 0.212
H -6.46 -2.55 -1.32 0.367
H -5.40 -3.72 -0.49 0.229
H -5.49 -0.68 1.68 0.266
H -5.97 -2.39 1.67 0.284
H -6.89 -1.20 0.72 0.377
C 5.35 -2.86 0.62 -0.784
C 5.97 -1.93 -0.44 -1.307
C 5.23 -0.59 -0.52 -0.343
C 3.73 -0.80 -0.32 0.828
C 3.48 -1.27 1.12 -0.436
C 4.67 -2.04 1.71 -1.167
P 2.48 0.51 -0.74 0.367
C 3.09 2.20 -0.24 1.284
C 4.27 2.92 -0.93 -0.663
C 5.60 2.96 -0.18 -0.616
C 5.42 3.28 1.30 -1.030
C 4.45 2.30 1.94 -0.265
C 3.09 2.42 1.28 -0.460
C 2.48 0.70 -2.61 0.128
C 3.73 0.40 -3.47 -1.615
C 3.99 -1.09 -3.72 0.073
C 2.75 -1.79 -4.26 -1.462
C 1.54 -1.53 -3.37 0.050
C 1.29 -0.03 -3.23 0.005
H 6.12 -3.51 1.04 0.514
H 4.61 -3.52 0.16 0.311
H 5.93 -2.42 -1.42 0.276
H 7.02 -1.75 -0.22 0.502
H 5.47 -0.09 -1.46 -0.030
H 5.60 0.08 0.27 0.543
H 3.42 -1.63 -0.97 0.483
H 2.60 -1.90 1.12 -0.132
H 3.23 -0.42 1.76 0.310
H 4.32 -2.68 2.52 0.510
H 5.39 -1.35 2.15 0.304
H 2.20 2.72 -0.58 -0.844
H 3.94 3.95 -1.08 0.407
H 4.43 2.52 -1.93 0.147
H 6.24 3.71 -0.65 0.444
H 6.13 2.01 -0.29 0.173
H 5.01 4.29 1.40 0.368
H 6.39 3.28 1.81 0.456
H 4.35 2.49 3.01 0.505
H 4.84 1.28 1.84 -0.162
H 2.70 3.43 1.46 -0.090
H 2.34 1.76 1.74 0.042
H 2.28 1.77 -2.70 0.858
H 4.62 0.87 -3.06 0.272
H 3.57 0.88 -4.44 0.626
H 4.31 -1.58 -2.80 -0.362
H 4.82 -1.19 -4.43 0.462
H 2.93 -2.86 -4.36 0.496
H 2.53 -1.41 -5.26 0.372
H 1.67 -1.96 -2.37 -0.012
H 0.65 -2.02 -3.78 0.534
H 0.41 0.16 -2.60 -0.900
H 1.09 0.40 -4.22 0.627
Te -1.04 2.72 1.12 -0.330
C 0.17 4.39 0.61 0.139
C 0.73 5.33 1.44 -0.346
C 1.48 6.32 0.75 -0.427
C 1.48 6.14 -0.60 -0.600
S 0.56 4.76 -1.02 -0.277
H 0.62 5.29 2.51 0.407
H 1.99 7.14 1.25 0.362
H 1.97 6.75 -1.34 0.444



165
Properties=species:S:1:pos:R:3:mulliken_charge:R:1 method="wB97M-V/def2-TZVPD" homo_lumo_gap_ev=9.8 energy_ev=-317435.56516 e_lumo_ha=-0.023 de_lowest_ev=1.6085
C 10.36 20.70 19.69 -0.322
C 11.65 21.50 19.55 -0.424
O 12.52 20.66 19.07 -0.264
S 11.89 19.77 17.79 0.890
O 12.41 18.36 17.77 -0.204
O 11.87 20.48 16.50 -0.465
O 10.37 19.87 18.58 -0.381
H 9.39 21.18 19.81 0.341
H 10.58 20.05 20.54 0.214
H 11.91 21.86 20.54 0.340
H 11.48 22.32 18.85 0.322
C 14.43 17.37 22.20 -0.433
C 13.74 17.91 20.93 0.000
O 13.71 16.85 19.95 -0.142
S 13.98 15.40 20.64 0.910
O 14.78 14.58 19.72 -0.286
O 12.70 14.90 21.20 -0.565
O 14.95 16.15 21.80 -0.413
H 13.95 17.17 23.16 0.331
H 15.29 18.01 22.35 0.257
H 14.19 18.82 20.53 0.348
H 12.73 18.23 21.21 0.007
C 18.17 12.29 16.70 0.020
C 17.96 13.63 17.40 0.095
O 18.35 14.57 16.50 -0.197
S 19.53 14.03 15.48 0.999
O 20.85 14.46 15.88 -0.618
O 19.14 14.27 14.11 -0.335
O 19.29 12.39 15.90 -0.467
H 17.32 12.09 16.04 -0.117
H 18.36 11.48 17.40 0.428
H 18.72 13.69 18.18 0.149
H 16.97 13.69 17.83 -0.145
C 18.89 10.34 13.49 0.661
C 19.75 11.11 12.50 -0.332
O 19.72 10.44 11.26 -0.306
S 19.19 8.88 11.51 1.088
O 20.28 8.04 11.92 -0.597
O 18.34 8.51 10.38 -0.544
O 18.20 9.31 12.78 -0.329
H 18.36 11.09 14.08 -0.671
H 19.62 9.75 14.03 0.582
H 20.80 10.93 12.76 0.297
H 19.71 12.18 12.32 0.152
C 18.10 14.09 10.83 0.286
C 17.07 14.53 9.70 0.015
O 17.42 13.81 8.57 -0.341
S 18.46 12.56 8.83 1.044
O 19.44 12.54 7.72 -0.599
O 17.76 11.29 9.25 -0.387
O 19.10 13.36 10.19 -0.387
H 17.73 13.54 11.69 -0.324
H 18.59 14.96 11.27 0.360
H 17.21 15.59 9.48 0.129
H 16.03 14.34 9.98 0.223
C 11.37 17.39 12.86 0.018
C 10.47 17.73 11.65 -0.200
O 11.42 17.30 10.61 -0.431
S 12.99 17.66 10.81 0.810
O 13.41 19.02 10.53 -0.470
O 13.82 16.57 10.33 -0.376
O 12.73 17.47 12.45 -0.115
H 11.20 16.39 13.27 0.064
H 11.13 18.08 13.67 0.244
H 10.16 18.76 11.47 0.168
H 9.60 17.08 11.52 0.257
C 19.77 20.14 9.68 -0.248
C 18.23 20.15 9.53 -0.344
O 17.68 20.02 10.85 -0.217
S 18.57 19.07 11.87 0.762
O 18.47 17.65 11.58 -0.259
O 18.30 19.50 13.23 -0.409
O 19.94 19.79 11.05 -0.424
H 20.27 21.07 9.43 0.277
H 20.16 19.27 9.15 0.260
H 17.91 19.21 9.08 0.230
H 17.80 21.01 9.02 0.322
C 10.06 12.41 13.80 -0.195
C 9.16 13.47 14.47 -0.243
O 8.67 14.09 13.31 -0.411
S 8.50 13.06 12.00 1.110
O 9.44 13.49 10.95 -0.496
O 7.08 12.73 11.77 -0.553
O 9.25 11.82 12.82 -0.339
H 10.35 11.64 14.51 0.293
H 10.94 12.98 13.49 0.136
H 9.56 14.21 15.17 0.287
H 8.41 12.87 14.99 0.393
C 14.84 10.00 16.30 0.149
C 15.08 8.82 15.35 0.070
O 14.51 7.73 16.01 -0.468
S 13.40 8.14 17.20 1.061
O 13.96 7.82 18.56 -0.569
O 12.08 7.81 16.74 -0.474
O 13.61 9.72 16.74 -0.065
H 14.83 11.01 15.91 -0.394
H 15.56 9.89 17.11 0.209
H 16.16 8.72 15.26 0.329
H 14.69 9.01 14.35 -0.029
C 19.03 15.00 20.81 -0.526
C 17.99 15.94 20.19 0.709
O 18.81 16.65 19.25 0.073
S 20.32 16.95 19.89 1.065
O 20.13 18.05 20.80 -0.554
O 21.24 17.16 18.76 -0.522
O 20.29 15.37 20.42 -0.415
H 18.82 13.96 20.57 0.426
H 18.87 14.99 21.89 0.373
H 17.48 16.65 20.83 0.234
H 17.38 15.33 19.52 -0.749
C 15.01 16.27 15.08 -0.672
C 15.20 15.45 16.36 1.721
O 15.17 14.11 16.06 0.073
S 14.84 13.79 14.45 -0.607
O 13.80 12.75 14.39 0.138
O 16.19 13.49 13.88 -0.025
O 14.38 15.32 14.22 -0.190
H 15.91 16.63 14.59 0.313
H 14.40 17.16 15.23 0.490
H 14.61 15.80 17.21 -0.349
H 16.18 15.82 16.67 -0.772
C 15.05 11.34 11.16 0.521
C 15.47 9.87 11.37 0.392
O 14.20 9.14 11.34 -0.531
S 12.82 10.04 11.63 1.089
O 12.28 9.72 12.98 -0.396
O 11.94 10.03 10.38 -0.587
O 13.73 11.46 11.60 -0.229
H 15.20 11.66 10.13 0.156
H 15.65 12.12 11.62 -0.462
H 15.82 9.69 12.39 -0.197
H 16.12 9.38 10.64 0.234
C 11.67 12.95 18.64 0.172
C 11.26 12.17 19.92 -0.283
O 10.31 11.19 19.55 -0.365
S 9.97 11.14 17.95 0.907
O 8.54 11.09 17.65 -0.562
O 10.83 10.21 17.30 -0.269
O 10.57 12.70 17.75 -0.264
H 12.57 12.58 18.15 0.012
H 11.77 14.03 18.77 0.036
H 10.70 12.85 20.56 0.297
H 12.08 11.77 20.52 0.327
C 13.56 22.12 11.31 -0.353
C 14.00 21.39 12.62 -0.556
O 12.81 21.00 13.27 0.140
S 11.53 21.84 12.69 1.089
O 11.45 23.13 13.38 -0.598
O 10.37 20.98 12.56 -0.562
O 12.21 22.00 11.21 -0.342
H 13.86 21.49 10.48 0.306
H 13.81 23.18 11.30 0.298
H 14.25 22.07 13.43 0.531
H 14.78 20.65 12.42 0.164
C 16.14 20.37 15.66 0.242
C 16.01 20.86 17.10 -0.530
O 17.00 20.20 17.75 -0.439
S 17.04 18.61 17.18 0.672
O 16.29 17.77 18.14 -0.061
O 18.40 18.14 16.82 -0.557
O 16.20 19.05 15.81 0.042
H 17.06 20.72 15.19 0.328
H 15.26 20.72 15.12 -0.218
H 15.12 20.49 17.61 0.192
H 16.40 21.86 17.29 0.372



102
Properties=species:S:1:pos:R:3:mulliken_charge:R:1 method="wB97M-V/def2-TZVPD" homo_lumo_gap_ev=8.5 smiles="COC(=O)[PH2]=O.C1CCOC1.C1CCOC1.C1CCOC1.C1CCOC1.C1CCOC1.C1CCOC1.C1CCOC1" energy_ev=-61857.18448 e_lumo_ha=-0.021 de_lowest_ev=1.4169
C 3.14 -1.54 1.63 -0.412
O 2.49 -0.54 2.51 -0.247
C 1.32 0.00 1.79 0.531
O 1.34 1.24 1.30 -0.478
P -0.18 -1.21 1.56 0.426
O -0.12 -2.30 2.72 -0.611
H 3.33 -2.49 2.30 0.286
H 2.52 -1.84 0.69 0.031
H 4.15 -1.04 1.25 0.225
H 0.12 -1.93 0.32 0.069
H -1.41 -0.46 1.50 0.145
C -0.66 5.57 1.27 -0.581
C 0.22 4.39 0.93 -0.486
C -0.74 3.50 0.17 -0.084
O -1.68 4.35 -0.49 -0.325
C -1.53 5.68 0.04 -0.544
H -0.10 6.49 1.48 0.336
H -1.28 5.34 2.14 0.268
H 1.03 4.71 0.27 0.276
H 0.65 3.91 1.81 0.270
H -1.30 2.85 0.85 0.118
H -0.23 2.87 -0.57 0.159
H -1.05 6.29 -0.74 0.293
H -2.52 6.10 0.26 0.293
C 2.35 0.30 5.86 0.024
C 2.17 -0.62 7.04 -0.540
C 3.38 -1.52 6.93 -0.131
O 4.43 -0.73 6.33 -0.446
C 3.86 0.48 5.83 -0.534
H 1.81 1.25 5.95 0.395
H 2.01 -0.20 4.94 -0.195
H 2.21 -0.04 7.97 0.301
H 1.23 -1.17 7.02 0.284
H 3.19 -2.37 6.27 0.071
H 3.71 -1.89 7.90 0.222
H 4.17 1.30 6.48 0.308
H 4.23 0.67 4.82 0.247
C 3.77 -0.87 -3.53 -0.032
C 4.92 -1.84 -3.60 -0.548
C 5.70 -1.49 -2.35 -0.508
O 4.76 -1.01 -1.39 -0.382
C 3.50 -0.79 -2.05 -0.238
H 2.89 -1.18 -4.11 -0.146
H 4.09 0.11 -3.90 0.322
H 4.54 -2.87 -3.52 0.234
H 5.51 -1.76 -4.51 0.369
H 6.42 -0.68 -2.55 0.270
H 6.25 -2.34 -1.95 0.286
H 2.82 -1.59 -1.72 0.089
H 3.09 0.17 -1.74 0.276
C -2.36 2.55 -4.90 -0.714
C -2.76 2.74 -3.46 0.300
C -2.36 1.42 -2.84 -0.469
O -1.23 0.94 -3.58 -0.291
C -1.09 1.73 -4.77 -0.227
H -2.21 3.48 -5.44 0.430
H -3.13 1.96 -5.43 0.207
H -2.18 3.55 -3.02 0.009
H -3.82 2.97 -3.33 0.031
H -3.16 0.68 -2.93 0.261
H -2.09 1.52 -1.78 0.092
H -0.22 2.38 -4.64 0.263
H -0.92 1.08 -5.63 0.155
C -0.07 -2.38 -6.75 -0.571
C -0.47 -2.19 -5.31 -0.023
C -0.07 -3.51 -4.69 -0.494
O 1.07 -3.99 -5.43 -0.421
C 1.20 -3.20 -6.62 -0.374
H 0.08 -1.45 -7.30 0.301
H -0.83 -2.96 -7.28 0.307
H 0.12 -1.38 -4.87 -0.067
H -1.53 -1.96 -5.18 0.322
H -0.86 -4.25 -4.79 0.327
H 0.20 -3.41 -3.64 0.221
H 2.08 -2.55 -6.49 0.188
H 1.37 -3.85 -7.48 0.316
C -7.95 4.24 -4.26 -0.519
C -8.14 3.32 -3.08 -0.569
C -6.92 2.42 -3.19 -0.442
O -5.88 3.20 -3.78 -0.320
C -6.45 4.41 -4.29 -0.548
H -8.49 5.18 -4.16 0.324
H -8.29 3.74 -5.17 0.259
H -8.09 3.89 -2.15 0.278
H -9.08 2.76 -3.10 0.331
H -7.12 1.56 -3.85 0.284
H -6.59 2.04 -2.22 0.271
H -6.13 5.23 -3.64 0.294
H -6.07 4.61 -5.30 0.306
C 1.58 -5.87 8.62 -0.539
C 1.56 -5.54 7.14 -0.495
C 0.49 -4.47 7.07 -0.271
O 0.52 -3.77 8.33 -0.401
C 1.33 -4.51 9.24 -0.352
H 2.52 -6.33 8.95 0.332
H 0.76 -6.55 8.86 0.249
H 2.53 -5.12 6.84 0.212
H 1.35 -6.40 6.51 0.356
H -0.50 -4.91 6.96 0.318
H 0.66 -3.76 6.25 0.140
H 2.27 -3.96 9.38 0.189
H 0.83 -4.59 10.21 0.282



104
Properties=species:S:1:pos:R:3:mulliken_charge:R:1 method="wB97M-V/def2-TZVPD" homo_lumo_gap_ev=4.3 energy_ev=-62807.12191 e_lumo_ha=0.071 charge=-1
C 3.80 -1.78 2.71 -0.368
N 3.40 -2.46 1.42 0.011
C 2.28 -1.66 0.78 -0.594
C 4.56 -2.67 0.47 0.207
O 4.74 -3.81 -0.25 -0.642
C 5.76 -1.52 0.23 -0.491
N 5.04 -0.22 -0.15 -0.196
P 6.09 0.80 -1.18 -0.249
C 5.50 0.66 -2.99 -0.761
C 5.88 2.57 -0.47 -0.812
H 4.43 -0.80 2.58 0.261
H 2.82 -1.61 3.34 -0.039
H 4.45 -2.56 3.33 0.275
H 2.31 -0.59 1.31 0.206
H 2.61 -1.45 -0.35 0.251
H 1.22 -2.16 0.84 0.137
H 6.44 -1.87 -0.67 0.362
H 6.37 -1.39 1.23 0.147
H 5.15 -0.44 -3.31 0.299
H 6.43 0.90 -3.68 0.201
H 4.56 1.35 -3.23 0.145
H 4.75 2.89 -0.31 0.192
H 6.39 2.58 0.60 0.223
H 6.50 3.32 -1.13 0.294
C -0.09 0.67 5.90 -1.198
C 0.58 -0.44 5.14 0.811
O 1.69 -0.29 4.64 -0.582
C -0.16 -1.75 5.03 -0.797
H 0.56 1.56 5.90 0.317
H -1.04 0.93 5.41 0.319
H -0.27 0.37 6.93 0.320
H -1.11 -1.59 4.51 0.325
H -0.33 -2.16 6.03 0.156
H 0.45 -2.46 4.46 0.255
C -1.82 0.11 -1.41 -1.044
C -1.05 0.33 -0.14 1.053
O -1.23 -0.37 0.85 -0.586
C -0.03 1.45 -0.14 -1.168
H -2.52 -0.73 -1.27 0.270
H -2.40 1.00 -1.66 0.139
H -1.14 -0.14 -2.23 0.419
H -0.53 2.40 -0.33 0.311
H 0.73 1.26 -0.90 0.383
H 0.45 1.49 0.84 0.261
C -4.56 -5.14 5.02 -1.129
C -3.49 -4.30 4.37 0.883
O -3.47 -3.08 4.49 -0.555
C -2.45 -5.03 3.55 -0.991
H -5.24 -4.48 5.58 0.281
H -5.13 -5.67 4.26 0.414
H -4.10 -5.84 5.72 0.280
H -2.93 -5.56 2.73 0.388
H -1.90 -5.73 4.19 0.248
H -1.74 -4.30 3.14 0.221
C -3.89 3.13 0.31 -0.827
C -4.64 3.51 -0.94 0.895
O -4.63 2.79 -1.94 -0.554
C -5.41 4.81 -0.92 -1.253
H -3.38 2.17 0.14 -0.008
H -3.14 3.88 0.53 0.304
H -4.59 3.02 1.14 0.397
H -4.72 5.64 -0.74 0.312
H -6.17 4.77 -0.14 0.413
H -5.90 4.95 -1.88 0.279
C -0.61 -6.15 9.33 -1.202
C -1.36 -5.76 8.08 0.872
O -1.35 -6.48 7.08 -0.548
C -2.13 -4.47 8.11 -0.732
H -0.10 -7.11 9.17 0.310
H 0.14 -5.39 9.56 0.323
H -1.31 -6.26 10.16 0.317
H -1.44 -3.63 8.28 0.301
H -2.89 -4.50 8.89 0.359
H -2.62 -4.32 7.14 -0.031
C -3.15 5.91 -4.52 -1.215
C -2.22 5.18 -3.60 0.903
O -2.04 5.55 -2.44 -0.592
C -1.50 3.97 -4.15 -0.776
H -3.60 6.76 -3.99 0.301
H -2.60 6.29 -5.39 0.393
H -3.96 5.24 -4.84 0.286
H -0.88 4.26 -5.00 0.394
H -2.23 3.22 -4.46 0.095
H -0.86 3.55 -3.38 0.205
C -3.16 -1.24 -5.52 -1.129
C -3.30 0.18 -6.01 0.913
O -2.32 0.89 -6.22 -0.568
C -4.70 0.69 -6.23 -1.108
H -2.09 -1.47 -5.40 0.283
H -3.65 -1.35 -4.55 0.292
H -3.59 -1.93 -6.25 0.378
H -5.26 0.67 -5.29 0.298
H -5.20 0.09 -6.99 0.378
H -4.65 1.73 -6.58 0.276
C 4.54 3.58 -7.58 -1.092
C 5.48 2.85 -6.65 0.826
O 5.66 3.22 -5.50 -0.512
C 6.19 1.64 -7.21 -1.050
H 4.10 4.43 -7.04 0.280
H 5.09 3.96 -8.44 0.327
H 3.74 2.91 -7.90 0.316
H 6.81 1.93 -8.06 0.347
H 5.46 0.89 -7.51 0.306
H 6.84 1.21 -6.43 0.253